1.
# C29H41FN2O5

A 3-piece molecular cluster, C29H41FN2O5 overall (ωB97M-V/def2-TZVPD, the Open Molecules 2025 dataset).

Last column: Löwdin charge in e.
Positions of all 78 atoms, in Å:
1 C -1.0225 2.2170 3.4710  -0.0736
2 C -0.1398 1.0931 2.9002  -0.1676
3 C 0.8017 1.5360 1.7755  -0.2426
4 F 2.1282 1.2753 2.1520  -0.0232
5 C 0.5123 0.9700 0.3638  -0.0809
6 C -0.5899 -0.0809 0.1795  -0.2940
7 O -1.8309 0.5632 0.2679  -0.0719
8 C -2.7986 0.3747 -0.7717  -0.1549
9 C -4.0422 1.1518 -0.3497  -0.3300
10 C -3.7674 2.6490 -0.4705  -0.0542
11 C -5.2713 0.6927 -1.1585  -0.3845
12 C -5.0359 0.5923 -2.6769  -0.0597
13 C -6.4715 1.6057 -0.8747  -0.0883
14 O -0.3556 -0.6182 -1.1186  0.0763
15 C 0.7390 -0.0079 -1.6872  -0.4066
16 O 0.8470 0.1215 -2.8666  0.1716
17 C 1.6445 0.4136 -0.5288  -0.1853
18 C 2.2821 -0.9140 -0.0879  -0.2041
19 C 2.1725 -1.4728 1.1785  0.0086
20 C 2.8053 -2.6812 1.4321  -0.0437
21 C 3.5061 -3.2950 0.4112  -0.0596
22 C 3.5274 -2.6789 -0.8333  -0.1192
23 N 2.9325 -1.5207 -1.0809  0.1461
24 C 2.6967 1.4366 -0.8970  -0.2030
25 C 2.4029 2.4773 -1.7787  0.0007
26 C 3.3873 3.4012 -2.0708  -0.0581
27 C 4.6328 3.2648 -1.4759  -0.0645
28 C 4.8235 2.2014 -0.6066  -0.1263
29 N 3.8856 1.3046 -0.3210  0.1383
30 H -2.0572 2.1081 3.1509  0.0691
31 H -0.6663 3.2006 3.1683  0.0704
32 H -1.0237 2.1869 4.5603  0.0699
33 H -0.7762 0.2657 2.6021  0.0962
34 H 0.5059 0.7121 3.6939  0.1109
35 H 0.7552 2.6227 1.6956  0.1402
36 H 0.1205 1.8319 -0.1869  0.1625
37 H -0.5645 -0.8966 0.9041  0.1597
38 H -3.0340 -0.6865 -0.8915  0.1398
39 H -2.4151 0.7561 -1.7214  0.1283
40 H -4.1928 0.8942 0.7032  0.1435
41 H -4.5332 3.2590 0.0033  0.0736
42 H -2.8062 2.8754 -0.0079  0.0731
43 H -3.6904 2.9235 -1.5250  0.0841
44 H -5.5452 -0.3021 -0.7957  0.1329
45 H -4.7935 -0.4251 -2.9861  0.0512
46 H -4.2624 1.2728 -3.0338  0.0742
47 H -5.9548 0.8661 -3.1988  0.0761
48 H -6.5121 1.9093 0.1723  0.0760
49 H -7.3979 1.0952 -1.1355  0.0772
50 H -6.4121 2.5080 -1.4878  0.0788
51 H 1.6277 -0.9783 1.9614  0.1015
52 H 2.7541 -3.1196 2.4207  0.1034
53 H 4.0217 -4.2340 0.5631  0.1017
54 H 4.0486 -3.1437 -1.6612  0.1062
55 H 1.4248 2.5479 -2.2354  0.1179
56 H 3.1951 4.2119 -2.7608  0.1076
57 H 5.4364 3.9579 -1.6798  0.0998
58 H 5.7800 2.0614 -0.1162  0.1045
59 C 5.8088 -2.0616 5.4752  -0.0248
60 C 4.3953 -1.7151 5.0737  -0.5046
61 O 3.5100 -2.5378 5.0942  0.0582
62 C 4.1449 -0.2929 4.6335  -0.0195
63 H 5.8624 -3.1076 5.7659  0.0805
64 H 6.4882 -1.8783 4.6411  0.0852
65 H 6.1252 -1.4339 6.3097  0.0840
66 H 4.7674 -0.0521 3.7699  0.0905
67 H 4.4021 0.3986 5.4379  0.0861
68 H 3.0994 -0.1666 4.3638  0.0641
69 C -3.0575 -4.5481 -4.5174  -0.0247
70 C -3.1518 -3.0872 -4.1469  -0.4967
71 O -4.2031 -2.5862 -3.8185  0.0596
72 C -1.8782 -2.2866 -4.2123  -0.0152
73 H -4.0362 -5.0141 -4.4335  0.0799
74 H -2.6901 -4.6502 -5.5398  0.0839
75 H -2.3529 -5.0550 -3.8561  0.0845
76 H -1.4683 -2.3125 -5.2234  0.0893
77 H -1.1311 -2.7093 -3.5386  0.0885
78 H -2.0685 -1.2564 -3.9296  0.0748

## Properties
SMILES string   CC[C@@H](F)[C@@H]1[C@@H](OC[C@@H](C)C(C)C)OC(=O)C1(c1ccccn1)c1ccccn1.CC(C)=O.CC(C)=O
HOMO level   -9.3 eV
Lowest unoccupied orbital energy   0.7 eV

=====

2.
# C29H41InN5O7

C29H41InN5O7 as an isolated structure (ωB97M-V/def2-TZVPD, the Open Molecules 2025 dataset).

Last column: natural (NBO) charge in e.
Positions of all 83 atoms, in Å:
1 In 0.2381 -0.2616 0.6618  1.9322
2 C -1.2095 2.5048 1.9411  -0.0874
3 C -1.6049 1.3111 2.7792  -0.0842
4 O -1.6636 0.1573 1.9221  -0.6019
5 C -2.9072 -0.5402 1.7426  -0.0877
6 C -2.9036 -1.0870 0.3341  -0.0880
7 O -1.6093 -1.6365 0.0117  -0.5819
8 C -1.4678 -3.0703 0.0490  -0.0921
9 C -0.4194 -3.4229 1.0707  -0.0910
10 O 0.7396 -2.6000 0.8487  -0.5832
11 C 1.8868 -3.1925 0.2226  -0.0907
12 C 2.3047 -2.2841 -0.9047  -0.0902
13 O 2.2404 -0.9102 -0.4772  -0.5932
14 C 3.4743 -0.2417 -0.1387  -0.0937
15 C 3.3750 0.2493 1.2821  -0.0811
16 O 2.1192 0.9223 1.4546  -0.5911
17 C 2.1334 2.3596 1.5807  -0.0906
18 C 0.9613 2.8918 0.7955  -0.0814
19 O -0.1844 2.0613 1.0330  -0.5933
20 H -0.8583 3.3193 2.5748  0.2260
21 H -2.0466 2.8676 1.3407  0.2083
22 H -2.5591 1.4763 3.2769  0.2357
23 H -0.8483 1.0966 3.5341  0.2079
24 H -3.7573 0.1322 1.8644  0.2261
25 H -2.9686 -1.3266 2.4969  0.2079
26 H -3.0805 -0.2953 -0.3902  0.2157
27 H -3.6808 -1.8395 0.2093  0.2334
28 H -1.1768 -3.3897 -0.9526  0.2134
29 H -2.4136 -3.5482 0.3042  0.2274
30 H -0.1642 -4.4801 1.0059  0.2309
31 H -0.7608 -3.2051 2.0833  0.2115
32 H 1.6576 -4.1809 -0.1769  0.2270
33 H 2.6651 -3.2958 0.9811  0.2056
34 H 1.6080 -2.3773 -1.7393  0.2082
35 H 3.3035 -2.5318 -1.2618  0.2341
36 H 3.5970 0.5833 -0.8420  0.2154
37 H 4.3218 -0.9192 -0.2417  0.2274
38 H 4.2085 0.9105 1.5166  0.2340
39 H 3.3817 -0.5834 1.9875  0.2018
40 H 3.0581 2.7798 1.1841  0.2235
41 H 2.0642 2.5999 2.6426  0.2082
42 H 1.1544 2.8337 -0.2766  0.2148
43 H 0.7550 3.9297 1.0536  0.2353
44 N 0.6342 -0.8785 2.7966  -0.6204
45 C 1.2048 -1.2037 3.7575  0.6558
46 N 1.7829 -1.5640 4.8562  -0.4466
47 C 2.2844 -2.9555 5.0142  -0.2302
48 C 2.2647 -3.3228 6.4878  -0.0862
49 O 2.9417 -2.3470 7.2456  -0.4866
50 C 2.2598 -1.1138 7.2142  -0.0867
51 C 2.2782 -0.5345 5.8106  -0.2297
52 H 3.3030 -3.0138 4.6247  0.2137
53 H 1.6374 -3.6230 4.4457  0.2180
54 H 2.7905 -4.2648 6.6271  0.2351
55 H 1.2335 -3.4371 6.8417  0.1854
56 H 2.7823 -0.4365 7.8860  0.2358
57 H 1.2290 -1.2365 7.5663  0.1854
58 H 3.2948 -0.2503 5.5318  0.2146
59 H 1.6265 0.3364 5.7480  0.2198
60 N -1.2766 1.5116 -6.3503  -0.5233
61 C -2.1083 2.1425 -7.2421  0.2080
62 C -2.0953 2.2289 -8.6379  -0.2698
63 C -3.1043 2.9656 -9.2023  -0.1426
64 C -4.1037 3.6069 -8.4231  -0.2015
65 C -4.1147 3.5187 -7.0594  -0.1676
66 C -3.0917 2.7665 -6.4548  0.0563
67 N -2.8629 2.5153 -5.1300  -0.3791
68 C -1.7851 1.7632 -5.0987  0.2600
69 C -1.2288 1.3088 -3.8534  0.0563
70 C -1.9020 1.6322 -2.6623  -0.2130
71 C -1.3935 1.2357 -1.4620  0.0384
72 N -0.2405 0.5220 -1.3289  -0.6659
73 C 0.4011 0.2020 -2.4773  0.0390
74 C -0.0458 0.5709 -3.7215  -0.1959
75 H -0.4855 0.9435 -6.5966  0.4241
76 H -1.3398 1.7439 -9.2410  0.2353
77 H -3.1417 3.0672 -10.2786  0.2392
78 H -4.8718 4.1742 -8.9305  0.2400
79 H -4.8696 4.0065 -6.4585  0.2385
80 H -2.8175 2.2051 -2.7177  0.2828
81 H -1.9049 1.4939 -0.5503  0.2049
82 H 1.3280 -0.3330 -2.3786  0.2162
83 H 0.5440 0.2870 -4.5820  0.2337

## Properties
HOMO level   -14.3 eV
Relative energy (zero: lowest compared OMol25 entry of this formula, charge and spin)   0.000 eV
Total charge   +3
Lowest unoccupied orbital energy   -7.9 eV